# C6H6IN

A 2-piece molecular cluster, C6H6IN overall at a distorted geometry (wB97M-V/def2-TZVPD, OMol25).

Calculated values
- Kohn-Sham gap: 8.9 eV
- HOMO energy: -0.309 Eh
- E: -584.58599 hartree
- LUMO level: 0.52 eV
- Energy above the lowest of the compared OMol25 structures with the same formula, charge and spin: 0.0 kJ/mol
- SMILES: IC1=CC=CC1.C#N

```
! wB97M-V def2-TZVPD RIJCOSX def2/J DEFGRID3
* xyz 0 1
I -3.151 -0.547 -0.004
C -1.122 -0.386 0.074
C -0.285 -0.679 1.067
C 1.125 -0.668 0.623
C 1.114 -0.207 -0.654
C -0.278 -0.139 -1.206
H -0.560 -1.238 1.998
H 1.956 -0.533 1.204
H 1.954 0.061 -1.361
H -0.433 0.919 -1.682
H -0.583 -0.801 -1.920
C -1.880 3.187 0.337
N -0.987 3.161 -0.378
H -2.773 3.061 0.890
*
```

# C6H6N

An isolated ion of composition C6H6N and charge +1 at a distorted geometry (wB97M-V/def2-TZVPD, OMol25).

Calculated values
- Kohn-Sham gap (spin up / spin down): 7.8 / 7.8 eV
- HOMO energy (spin up / spin down): -0.484 / -0.484 Eh
- E: -286.48463 hartree
- LUMO level (spin up / spin down): -5.31 / -5.31 eV
- Energy above the lowest of the compared OMol25 structures with the same formula, charge and spin: 395.5 kJ/mol

```
! wB97M-V def2-TZVPD RIJCOSX def2/J DEFGRID3
* xyz 1 1
C 1.664 0.026 0.099
C 1.256 -1.288 0.023
C -2.648 -0.040 0.373
C 0.589 0.956 -0.006
C -0.519 0.007 -0.653
C -0.110 -1.432 -0.178
N -1.763 0.217 -0.272
H 2.543 0.577 0.423
H 1.796 -2.238 0.153
H -3.522 0.055 1.075
H 0.416 1.153 1.165
H 0.760 1.825 -0.513
H -0.463 0.182 -1.689
*
```

# C6H6N

An isolated ion of composition C6H6N and charge +1 at a distorted geometry (wB97M-V/def2-TZVPD, OMol25).

Calculated values
- Kohn-Sham gap (spin up / spin down): 9.1 / 6.8 eV
- HOMO energy (spin up / spin down): -0.540 / -0.535 Eh
- E: -286.32951 hartree
- LUMO level (spin up / spin down): -5.63 / -7.74 eV
- Energy above the lowest of the compared OMol25 structures with the same formula, charge and spin: 802.8 kJ/mol

```
! wB97M-V def2-TZVPD RIJCOSX def2/J DEFGRID3
* xyz 1 1
C 1.903 -0.540 0.154
C 1.418 -1.683 -0.030
C 2.604 0.766 0.089
C 1.311 0.841 -0.119
C -0.097 0.910 -0.125
C -1.905 -0.815 0.037
N -0.591 -0.453 -0.134
H 3.502 1.182 0.293
H -0.676 1.521 0.559
H -0.630 1.370 -1.103
H -2.191 -1.207 -0.910
H -1.974 -1.635 0.745
H -2.673 -0.256 0.544
*
```